82
Properties=species:S:1:pos:R:3:mulliken_charge:R:1 method="wB97M-V/def2-TZVPD" spin_multiplicity=5 charge=+2 homo_lumo_gap_ha="0.26256 / 0.27830" total_energy_ev=-162112.136 s_squared=6.101 e_above_lowest_kcal_mol=8.2
C 2.50596 4.58765 -0.96054 -0.371
C 1.40168 4.00123 -1.66192 0.230
C 1.61355 3.78927 -3.04352 -0.438
C 2.76975 4.28618 -3.68064 -0.367
N 3.73091 4.88270 -2.99233 -0.545
C 3.62107 5.03312 -1.67858 -0.373
C 0.30553 3.34520 -0.99813 0.531
C -0.28801 2.73462 -0.09617 -0.164
C -1.54925 2.30863 0.58548 -0.276
C -1.83683 1.00745 1.24037 0.419
C -3.17136 0.53648 1.57916 0.663
C -4.20843 1.41092 1.20731 -0.811
C -3.94467 2.72918 0.83901 -0.275
C -2.63964 3.18665 0.58706 -0.921
Cr -1.21271 -0.99347 0.93062 -0.245
P 1.34491 -0.60482 0.10026 1.176
H 0.95759 3.14623 -3.58137 0.499
H 2.55525 4.53969 0.11376 0.445
H 2.88286 4.18343 -4.75245 0.387
H 4.44603 5.52199 -1.18519 0.406
H -2.48454 4.25824 0.37042 0.497
H -0.92626 0.74603 2.03807 -0.517
H -4.83011 3.35032 0.74786 0.494
H -3.33570 -0.44827 2.14842 0.694
C 2.03429 -2.31195 0.30650 -0.744
C 3.27314 -2.64937 -0.49365 -1.492
H 1.22072 -3.01467 0.07149 0.491
H 2.18282 -2.39985 1.39007 0.537
H 3.51329 -3.69094 -0.26251 0.459
H 3.12395 -2.55097 -1.57372 0.252
H 4.12898 -2.02666 -0.22756 0.330
C 1.62552 -0.20353 -1.66464 -0.064
C 2.98808 0.29618 -2.07557 -1.821
H 0.84922 0.51738 -1.93341 0.319
H 1.38399 -1.12730 -2.19217 0.366
H 2.97616 0.41380 -3.16160 0.485
H 3.23712 1.25734 -1.61675 0.268
H 3.77546 -0.41716 -1.82636 0.294
C 2.46021 0.53839 1.00426 0.564
C 3.93861 0.19398 0.97447 -1.755
H 2.10621 0.59475 2.04106 0.248
H 2.24240 1.51575 0.55907 -0.224
H 4.45128 0.94672 1.58053 0.517
H 4.13938 -0.80606 1.37153 0.351
H 4.34951 0.23411 -0.03615 0.287
Br -6.05712 0.59368 1.15178 -0.119
P -1.89422 -1.79168 -1.34973 0.917
C -0.70785 -2.57689 -2.38430 -0.271
C -1.09080 -3.83991 -3.12465 -1.612
H 0.18351 -2.79088 -1.78920 0.047
H -0.36645 -1.84237 -3.11651 0.574
H -0.25030 -4.23461 -3.71105 0.436
H -1.41418 -4.62519 -2.45454 0.338
H -1.90227 -3.68687 -3.82566 0.344
C -2.99955 -2.98600 -0.52759 -0.350
C -4.31567 -3.30541 -1.26519 -1.370
H -3.24003 -2.60842 0.49222 0.335
H -2.42819 -3.92044 -0.37127 0.422
H -4.91394 -3.99932 -0.64385 0.411
H -4.90784 -2.38524 -1.45119 0.316
H -4.13304 -3.79359 -2.24472 0.304
C -2.69312 -0.48477 -2.28898 -0.399
C -3.13204 -0.84842 -3.70620 -1.356
H -1.95357 0.33665 -2.33378 0.235
H -3.53479 -0.05653 -1.72431 0.298
H -3.64750 -0.00080 -4.17301 0.429
H -2.29404 -1.11463 -4.35253 0.335
H -3.82056 -1.69036 -3.72138 0.295
C -1.13281 0.82076 5.39038 -1.177
N -0.57854 0.20285 4.20497 -0.009
C 0.08698 -0.96502 4.10547 0.786
S -0.34920 -2.13555 2.89336 -0.466
N 1.09403 -1.17389 4.96955 -0.202
C 1.90929 -0.04263 5.40587 -0.945
H -0.89795 0.25071 6.29532 0.400
H -2.22461 0.94335 5.27209 0.356
H -0.73522 1.83844 5.45319 0.399
H -1.21377 0.40122 3.43705 0.153
H 1.52989 -2.09216 4.87977 0.336
H 2.00164 -0.06525 6.49779 0.316
H 2.87744 -0.07569 4.90261 0.335
H 1.43844 0.89632 5.11635 0.352



27
Properties=species:S:1:pos:R:3:mulliken_charge:R:1 method="wB97M-V/def2-TZVPD" spin_multiplicity=2 charge=+1 homo_lumo_gap_ha="0.28487 / 0.21708" total_energy_ev=-124276.961 s_squared=0.754
Hg 0.35635 0.67266 0.51338 1.091
C -1.61124 -1.87579 1.93406 -0.508
O -0.70568 -1.26507 1.03713 -0.331
H -1.14962 -2.54365 2.66136 0.255
H -2.03628 -1.07944 2.54501 0.215
H -2.44310 -2.43236 1.50239 0.327
Cl 1.96943 2.71943 0.43467 -0.363
C 2.90872 -1.20634 -2.82495 -0.435
Cl 3.44133 -2.77480 -2.23389 -0.138
Cl 1.74194 -0.33500 -1.73148 0.024
H 3.82698 -0.62646 -2.91778 0.323
H 2.39732 -1.41522 -3.76459 0.309
C -3.62333 1.88010 1.90945 -0.311
Cl -3.63253 3.00153 3.29604 -0.104
Cl -2.10291 1.96083 0.93197 -0.022
H -3.86589 0.85567 2.19191 0.247
H -4.47526 2.20433 1.31180 0.324
C -0.84606 2.92719 -3.32949 -0.433
Cl -2.55425 2.76130 -3.78328 -0.132
Cl -0.42062 1.88833 -1.95410 -0.023
H -0.17720 2.61321 -4.13082 0.283
H -0.73960 3.99139 -3.11917 0.310
C 2.66521 -2.48719 1.83849 0.108
Cl 2.58990 -0.68159 1.80038 -0.121
Cl 3.92659 -3.04828 2.91663 -0.121
H 1.71908 -2.92198 2.16078 0.132
H 2.84071 -2.78278 0.80411 0.091



> Among the records above, which one has the lowest charge?

C5H11Cl9HgO



> Look up the charge of the first one.

+2